Formula: C64H167N13O19
Source: OMol25
Level of theory: wB97M-V/def2-TZVPD

Output
Energy in Ha: -4679.44629
E_LUMO in eV: 0.549
Frontier orbital gap in eV: 9.0
Maximum force in eV/Å: 3.34
Energy above the lowest of the compared OMol25 structures with the same formula, charge and spin in kJ/mol: 387.96

Positions of all 263 atoms, in Å:
C 5.89245 4.90812 5.67037
C 4.76361 5.65282 4.81805
C 4.28675 6.87563 5.46537
O 3.21134 7.39093 4.73604
C 2.66160 8.53652 5.36566
N 5.40206 5.97026 3.52159
H 6.22366 4.11026 5.02246
H 5.49023 4.52860 6.64017
H 6.73997 5.57809 5.73289
H 3.95147 4.87795 4.64007
H 5.07848 7.64908 5.52604
H 3.93602 6.70633 6.50523
H 1.78049 8.89322 4.79860
H 3.36138 9.36865 5.40180
H 2.47832 8.19218 6.39664
H 6.02576 6.75083 3.49119
H 4.64062 6.25124 2.90304
C -1.22715 3.53834 0.02408
C -1.65190 4.99152 0.06370
C -1.55663 5.57148 -1.35172
O -0.17297 5.74663 -1.69893
C -0.05854 6.39304 -2.95786
N -3.11672 5.01761 0.47311
H -1.63846 2.98737 -0.81883
H -1.52084 2.94219 0.91602
H -0.18909 3.50735 -0.02698
H -0.90903 5.47142 0.70406
H -2.10429 6.56912 -1.44260
H -1.98949 4.88849 -2.04205
H 0.98271 6.52112 -3.13832
H -0.57080 7.42834 -2.91603
H -0.50866 5.90399 -3.82553
H -3.20414 4.59687 1.39773
H -3.50873 5.92329 0.48145
C -0.29957 1.17584 -2.64613
C 0.64369 2.35277 -2.99127
C 2.09520 2.14334 -2.62611
O 2.60563 0.94191 -3.26151
C 4.00648 0.91757 -3.07851
N 0.63851 2.64420 -4.40891
H -1.24315 1.23467 -3.07821
H -0.40332 1.10416 -1.54169
H 0.19948 0.33147 -3.03416
H 0.27603 3.21047 -2.40272
H 2.31906 2.02137 -1.57837
H 2.65210 3.01047 -3.05138
H 4.35839 0.86850 -2.05825
H 4.46746 1.82987 -3.43243
H 4.44305 0.07710 -3.67334
H 0.16428 3.45743 -4.73317
H 0.83161 1.88845 -5.07787
C 3.70337 2.39157 5.91832
C 3.37821 1.04389 6.43934
C 1.85118 0.96282 6.78187
O 1.31618 1.98008 7.60366
C 0.56746 3.05476 7.00400
N 3.58357 0.06296 5.37516
H 4.73232 2.55935 5.55764
H 3.55864 3.08419 6.71790
H 3.04042 2.66463 5.09112
H 4.00787 0.77539 7.33482
H 1.67856 0.03820 7.24803
H 1.30177 0.85271 5.81195
H 1.01287 3.38777 6.10942
H 0.54969 3.77361 7.79373
H -0.46898 2.73323 6.83836
H 3.55744 -0.87117 5.71634
H 4.55539 0.23075 5.01793
C 5.51830 5.60522 -3.47388
C 5.10561 6.17593 -2.13697
C 3.98513 5.33349 -1.52800
O 3.81156 5.92139 -0.30335
C 2.71476 5.40558 0.39503
N 6.29488 6.24966 -1.26854
H 5.99576 4.62693 -3.29358
H 6.24030 6.28303 -3.93555
H 4.63153 5.57310 -4.10242
H 4.77796 7.17709 -2.30874
H 4.25355 4.29761 -1.45720
H 3.08564 5.44301 -2.19743
H 1.82174 5.26195 -0.22650
H 2.44233 6.03501 1.26450
H 3.08901 4.52735 0.95319
H 6.07166 6.50990 -0.32115
H 6.67847 5.30860 -1.25268
C -6.84270 -6.55418 -4.39496
C -5.46488 -6.21628 -3.77704
C -5.73030 -5.47336 -2.49779
O -4.61765 -5.05487 -1.73018
C -4.86777 -4.17040 -0.68389
N -4.66986 -7.41476 -3.67417
H -7.42871 -7.03738 -3.57169
H -6.82701 -7.19214 -5.25697
H -7.45649 -5.71688 -4.63875
H -4.85344 -5.56821 -4.46375
H -6.44374 -6.05439 -1.91154
H -6.37881 -4.66403 -2.82530
H -5.67033 -3.52974 -1.04239
H -4.07205 -3.54101 -0.36058
H -5.21320 -4.73630 0.15532
H -5.04334 -8.07572 -2.99525
H -3.66508 -7.18239 -3.55642
C 2.09976 -5.14080 -3.77217
C 2.35673 -3.75735 -4.38512
C 2.21623 -3.72519 -5.85869
O 3.14272 -4.58780 -6.50590
C 3.22992 -4.51216 -7.87557
N 1.36628 -2.87089 -3.81252
H 2.60961 -5.88018 -4.39440
H 1.05142 -5.41083 -3.67931
H 2.57864 -5.19853 -2.77978
H 3.40284 -3.51077 -4.23274
H 2.33385 -2.68139 -6.27125
H 1.21322 -3.98348 -6.16630
H 4.20888 -5.00517 -8.17215
H 3.46520 -3.44786 -8.22702
H 2.38509 -4.99005 -8.39361
H 1.37609 -1.88002 -3.87481
H 1.00237 -3.18399 -2.87937
C 4.37703 -2.52437 -1.57931
O 4.08130 -1.88069 -0.35964
C 5.27015 -1.75839 0.53119
C 5.14020 -0.68476 1.54937
N 5.21372 0.68097 0.95579
C 5.40353 1.78668 1.88502
C 6.81286 1.88330 2.47498
O 6.77480 1.24511 3.73272
C 7.82463 1.54691 4.61262
H 5.03274 -1.92479 -2.14671
H 3.46946 -2.62078 -2.13204
H 4.84685 -3.51666 -1.48550
H 6.13305 -1.56881 -0.12221
H 5.51145 -2.67385 1.03982
H 5.95462 -0.83769 2.30258
H 4.22774 -0.88041 2.16659
H 4.39180 0.85731 0.40735
H 4.72491 1.76171 2.70535
H 5.37878 2.74751 1.28760
H 6.92868 2.93044 2.70738
H 7.52753 1.36861 1.85471
H 7.64425 0.98420 5.50073
H 7.91620 2.61940 4.86996
H 8.78012 1.25513 4.21887
C 0.05896 -8.22535 -3.12739
O -0.46577 -8.57291 -1.85389
C -1.82175 -8.46605 -1.75336
C -2.29157 -8.65658 -0.25319
N -3.74435 -8.60757 -0.21725
C -4.30021 -8.33371 1.14820
C -3.98933 -6.94478 1.64280
O -2.93407 -7.02219 2.63282
C -2.40249 -5.76271 2.83634
H -0.11871 -8.97672 -3.86705
H 1.06995 -8.13557 -3.03048
H -0.34740 -7.30901 -3.59431
H -2.38295 -9.27198 -2.35767
H -2.22455 -7.41409 -2.01543
H -1.84801 -7.86674 0.35525
H -1.88193 -9.59958 0.04301
H -4.18713 -8.01685 -0.98565
H -3.80923 -8.99628 1.81910
H -5.37023 -8.55620 1.16582
H -4.90104 -6.54911 2.14049
H -3.61106 -6.32975 0.87098
H -1.80205 -5.42394 1.99436
H -1.80328 -5.81548 3.74747
H -3.08808 -4.99119 3.03256
C 0.76305 -2.96425 6.30191
O -0.38767 -2.11091 6.12882
C -1.02365 -2.46145 4.88426
C -1.96979 -1.28504 4.51174
N -2.52956 -1.47696 3.24614
C -3.52555 -0.53423 2.82014
C -4.01983 -0.76490 1.40020
O -2.97085 -0.33203 0.56170
C -3.30407 -0.38767 -0.82500
H 1.23134 -3.04424 5.35772
H 0.49200 -3.94265 6.59770
H 1.40281 -2.61048 7.08812
H -1.60249 -3.34230 4.99278
H -0.34855 -2.48238 4.03368
H -1.37312 -0.35483 4.66555
H -2.73035 -1.30155 5.33530
H -1.77516 -1.39995 2.55987
H -3.22146 0.49904 2.82080
H -4.40364 -0.69606 3.48914
H -4.95424 -0.20194 1.17549
H -4.28599 -1.82173 1.28442
H -4.00154 -1.17987 -1.06461
H -2.34240 -0.68666 -1.33434
H -3.63304 0.55772 -1.24852
C -1.15056 -1.97094 -8.11331
O -1.97206 -0.89721 -7.52594
C -1.40411 -0.40855 -6.29393
C -1.47006 -1.47879 -5.23147
N -2.85173 -1.91556 -4.97207
C -2.86221 -3.16201 -4.17045
C -2.15315 -4.30187 -4.73170
O -2.59517 -4.71585 -6.03052
C -1.75651 -5.65403 -6.71691
H -1.74965 -2.37233 -8.92183
H -0.88290 -2.72616 -7.35791
H -0.20846 -1.52837 -8.51875
H -2.03657 0.36067 -5.95661
H -0.48808 0.14186 -6.36907
H -0.95284 -0.97027 -4.36801
H -0.96347 -2.44797 -5.41640
H -3.26712 -2.06129 -5.87405
H -3.91670 -3.43511 -4.06488
H -2.40392 -2.99137 -3.21047
H -2.36513 -5.07883 -4.00557
H -1.04947 -4.21578 -4.63054
H -2.30341 -6.03173 -7.57516
H -1.44206 -6.53053 -6.10571
H -0.79260 -5.15384 -6.98612
C 0.47482 3.14768 3.37249
O 1.09874 2.25569 2.51945
C 0.37183 1.03525 2.46486
C 1.02259 0.01948 1.53604
N 0.06469 -1.03234 1.11890
C 0.61754 -2.04404 0.22781
C -0.35197 -3.24907 0.18911
O 0.02046 -4.13333 -0.82655
C -0.79102 -5.31560 -0.87283
H 1.16592 3.93753 3.63722
H 0.45506 2.77002 4.35269
H -0.49084 3.49675 3.05096
H -0.67812 1.22946 2.28242
H 0.41211 0.62901 3.52518
H 1.81582 -0.53936 2.02202
H 1.57890 0.58185 0.72841
H -0.84005 -0.59551 0.88373
H 1.57507 -2.35322 0.58821
H 0.66478 -1.69499 -0.81203
H -1.36832 -2.96622 -0.07288
H -0.43479 -3.66507 1.13815
H -1.79032 -4.99309 -0.82087
H -0.56378 -6.02808 -0.03952
H -0.54305 -5.74226 -1.91228
C -4.97928 8.69115 0.27261
O -5.20339 7.34309 0.20798
C -6.59677 7.08558 0.39293
C -6.88795 5.61077 0.34863
N -6.23562 5.09726 1.50194
C -6.52316 3.77768 1.81103
C -5.82928 3.25414 3.05793
O -4.45818 2.96775 2.78582
C -3.60598 2.76315 3.92017
H -5.35286 9.24086 -0.61559
H -3.95140 8.93380 0.35262
H -5.39960 9.18907 1.11781
H -7.20599 7.63619 -0.33458
H -6.92512 7.39656 1.37756
H -6.51063 5.14271 -0.60744
H -7.96422 5.39917 0.36104
H -5.25122 5.29555 1.36388
H -6.20157 3.15749 0.94271
H -7.60066 3.71145 2.00076
H -6.35097 2.36392 3.43607
H -5.91994 3.95672 3.88961
H -3.57149 3.66301 4.60728
H -2.59996 2.60016 3.58079
H -3.95131 1.93214 4.49864